A 2-piece molecular cluster, C3H10NO2 overall, computed with ωB97M-V/def2-TZVPD.

Element x y z (Å)
O  -0.432  -2.272  -0.059
O  0.451  -0.023  -2.344
N  -0.518  0.294  0.263
C  0.609  -0.418  0.938
C  -0.752  1.724  0.631
C  0.391  -1.907  0.724
H  -1.717  2.028  0.237
H  0.999  -2.580  1.339
H  0.032  2.391  0.297
H  1.520  -0.144  0.411
H  -0.297  0.252  -0.747
H  0.184  -0.832  -2.788
H  -1.348  -0.300  0.340
H  1.140  0.259  -2.959
H  -0.827  1.697  1.718
H  0.565  -0.169  1.999

Summary:
Max |F| ... 1.4 eV/Å
Charge ... +1
2S+1 ... 1
ΔE to the lowest compared entry with this formula, charge and spin ... 86.53 kJ/mol
DFT total energy ... -325.28457 hartree